[1]
Molecular formula: C15H26NO5S
Method: DFT, wB97M-V/def2-TZVPD

Summary:
Energy above the lowest of the compared OMol25 structures with the same formula, charge and spin (kJ/mol): 1087.4
Total charge: +1
Max |F| (eV/A): 9.3
E_tot (eV): -38520.7586
Kohn-Sham gap (eV): 6.38

The geometry in XYZ format:
```
48
Properties=species:S:1:pos:R:3:nbo_charge:R:1
O 1.0997 -3.0508 1.3972 -0.4555
C 1.9682 -3.3614 0.4282 0.7301
O 3.2602 -3.9777 0.8534 -0.6848
C 1.7310 -3.1818 -1.1870 -0.0486
C 2.2514 -4.3059 -2.3101 -0.1864
C 1.9193 -4.0605 -3.9297 0.0654
N 1.1833 -2.8280 -4.4590 -0.5039
C 0.6855 -1.7778 -3.4896 0.0648
C 0.9199 -1.8834 -1.8382 0.0603
C 0.2721 -0.6709 -0.9455 -0.4813
C -1.1825 -1.1333 -0.3471 -0.4467
C -2.2425 -1.7074 -1.4576 -0.6313
S -3.6203 -2.7257 -0.6137 2.0927
O -4.0773 -2.1224 0.7377 -0.8219
O -4.7862 -2.7632 -1.6675 -0.8531
O -3.0184 -4.3474 -0.4722 -0.8192
H 3.2817 -4.9404 0.5539 0.5009
H 2.8211 -5.2713 -1.9106 0.2882
H 2.2415 -4.8504 -4.7561 0.2874
H 0.9971 -2.6726 -5.4851 0.4726
H 0.0901 -0.8609 -3.9482 0.2828
H 0.9704 -0.4679 -0.0003 0.2881
H 0.2664 0.3255 -1.5583 0.2584
H -1.0996 -1.9288 0.5266 0.2646
H -1.6934 -0.1747 0.1382 0.2720
H -1.7840 -2.4220 -2.2629 0.2282
H -2.6891 -0.7787 -2.0566 0.2859
H -2.0407 -4.3356 -0.7154 0.4870
C 0.9529 1.3968 2.6485 -0.6125
C 0.3317 2.6313 3.2836 -0.4013
C -0.8730 3.1697 2.5080 -0.3995
C -0.5746 3.6485 1.0822 -0.3919
C 0.4903 4.7418 0.9661 -0.3995
C 0.1046 6.0330 1.6712 -0.6109
H 1.3491 1.6111 1.6519 0.1860
H 1.7833 1.0347 3.2640 0.2187
H 0.2185 0.5900 2.5634 0.1945
H 1.0929 3.4094 3.3994 0.2007
H 0.0021 2.3710 4.2968 0.2112
H -1.3204 3.9902 3.0811 0.2112
H -1.6402 2.3873 2.4556 0.1982
H -1.5093 4.0152 0.6393 0.2054
H -0.2676 2.7935 0.4680 0.1757
H 0.6484 4.9602 -0.0968 0.1991
H 1.4507 4.3849 1.3514 0.1932
H -0.8345 6.4302 1.2719 0.2053
H 0.8820 6.7898 1.5211 0.2155
H -0.0115 5.8868 2.7487 0.2041
```

[2]
Molecular formula: C5H11NO
Method: DFT, wB97M-V/def2-TZVPD

Summary:
Energy above the lowest of the compared OMol25 structures with the same formula, charge and spin (kJ/mol): 501.4
Max |F| (eV/A): 6.7
E_tot (eV): -8896.5006
Kohn-Sham gap (eV): 8.90

The geometry in XYZ format:
```
18
Properties=species:S:1:pos:R:3:nbo_charge:R:1
C -0.5456 0.2576 0.2946 -0.2457
C 0.8568 -0.3506 1.5602 -0.0836
C -0.5100 1.7606 0.4331 -0.6194
C 0.0530 -0.3659 -0.7978 0.2538
N -1.5060 0.1427 -1.8060 -0.9499
C 1.0569 -0.9695 -1.3817 -0.4736
O 1.2214 -1.6999 1.6291 -0.7160
H 0.4571 -2.2134 1.9239 0.4716
H -1.4326 -0.2350 0.6848 0.2284
H -2.0408 -0.7256 -1.8178 0.3397
H -1.1225 0.3049 -2.7378 0.3416
H 1.7362 0.2544 1.3523 0.1718
H 0.3701 -0.0221 2.4818 0.1509
H -0.4998 2.0430 1.4900 0.2097
H -1.3979 2.1837 -0.0389 0.2405
H 0.3759 2.1881 -0.0392 0.2155
H 1.0079 -1.2614 -2.4235 0.2286
H 1.9199 -1.2916 -0.8072 0.2362
```

[3]
Molecular formula: C4H11N3
Method: DFT, wB97M-V/def2-TZVPD

Summary:
Energy above the lowest of the compared OMol25 structures with the same formula, charge and spin (kJ/mol): 708.4
Max |F| (eV/A): 4.3
E_tot (eV): -8790.2767
Kohn-Sham gap (eV): 7.27

The geometry in XYZ format:
```
18
Properties=species:S:1:pos:R:3:nbo_charge:R:1
C -2.2506 -0.4029 -0.7281 -0.4817
C -1.2113 0.0556 -0.0147 0.1283
C -0.7800 1.2413 0.4811 -0.2241
N -0.4552 2.2920 -0.3800 -0.8618
H -3.1399 0.1904 -0.9006 0.2197
H -2.2563 -1.3669 -1.2180 0.1860
H -0.2975 1.2759 1.4476 0.1666
H -1.1400 3.0193 -0.5374 0.3638
H -0.1095 1.9364 -1.2669 0.3499
C 2.1813 -0.0218 0.0577 -0.4101
N 0.6171 -0.9005 0.0358 -0.4182
N 0.6088 -1.8913 1.0768 -0.6818
H 2.2511 0.4448 1.0337 0.2093
H 2.9226 -0.8131 -0.0303 0.2009
H 2.2264 0.6905 -0.7564 0.2022
H 0.6717 -1.3717 -0.8652 0.3520
H -0.0510 -1.5969 1.7900 0.3484
H 0.2123 -2.7810 0.7750 0.3507
```

[4]
Molecular formula: ClH10LiO5
Method: DFT, wB97M-V/def2-TZVPD

Summary:
Energy above the lowest of the compared OMol25 structures with the same formula, charge and spin (kJ/mol): 313.1
Max |F| (eV/A): 2.6
E_tot (eV): -23126.6102
Kohn-Sham gap (eV): 8.76

The geometry in XYZ format:
```
17
Properties=species:S:1:pos:R:3:nbo_charge:R:1
Li -1.1805 -0.9941 -1.0984 0.9429
Cl -0.1070 -0.3972 0.3360 -0.7432
O -2.4979 -1.2265 1.5361 -0.9275
H -1.6204 -1.0426 1.2006 0.4400
H -3.0394 -1.3215 0.7525 0.4374
O -2.0410 1.7101 0.7789 -0.9568
H -1.4945 0.9291 0.6915 0.4495
H -1.4340 2.3987 1.0502 0.4683
O 2.2247 -0.1360 1.5814 -0.9499
H 1.4863 -0.1852 0.9743 0.4296
H 1.9800 0.5507 2.2017 0.4601
O 1.3037 1.0921 -1.6430 -0.9434
H 1.9515 1.0719 -0.9386 0.4795
H 0.5025 0.7552 -1.2420 0.4351
O 1.6867 -1.2076 -2.0512 -0.9145
H 1.1667 -0.9779 -2.8213 0.4546
H 1.1125 -1.0191 -1.3089 0.4383
```

[5]
Molecular formula: C7H13BFN2O4
Method: DFT, wB97M-V/def2-TZVPD

Summary:
Energy above the lowest of the compared OMol25 structures with the same formula, charge and spin (kJ/mol): 0.0
Total charge: +1
Max |F| (eV/A): 0.5
E_tot (eV): -22028.3508
Kohn-Sham gap (eV): 9.90

The geometry in XYZ format:
```
28
Properties=species:S:1:pos:R:3:nbo_charge:R:1
C 0.1724 -2.9873 -0.9151 -0.6570
C 0.7255 -1.6191 -0.7473 0.1181
C 0.4484 -0.6127 0.1037 0.1757
C -0.6115 -0.6535 1.1563 -0.4368
C -2.0110 -0.2557 0.6423 -0.4125
C -2.3746 1.2109 0.8061 -0.0515
O -3.7838 1.2775 0.7630 -0.7107
N 1.2902 0.4837 -0.2092 -0.5944
B 1.4086 1.8348 0.4426 1.2788
O 0.5523 2.1877 1.4268 -0.8926
O 2.2855 2.7155 -0.1181 -0.9153
C 2.0559 0.1221 -1.2590 0.6867
O 3.0295 0.7628 -1.8581 -0.6203
N 1.7119 -1.1075 -1.5692 0.0854
F 2.2830 -1.7753 -2.5698 -0.1137
H -0.7796 -3.0603 -0.3992 0.2546
H -0.0182 -3.1807 -1.9706 0.2539
H 0.8649 -3.7441 -0.5512 0.2549
H -0.3403 -0.0588 2.0248 0.2173
H -0.6636 -1.6822 1.5110 0.2487
H -2.0684 -0.5205 -0.4156 0.2071
H -2.7717 -0.8477 1.1493 0.2410
H -1.9698 1.6049 1.7440 0.1563
H -1.9325 1.8087 -0.0001 0.1561
H -4.0590 2.1963 0.6897 0.4807
H 0.6137 1.7263 2.2680 0.5244
H 3.2039 2.5970 0.1509 0.5279
H 2.7382 1.5772 -2.2963 0.5372
```

[6]
Molecular formula: C3H10O3
Method: DFT, wB97M-V/def2-TZVPD

Summary:
Energy above the lowest of the compared OMol25 structures with the same formula, charge and spin (kJ/mol): 184.6
Max |F| (eV/A): 6.6
E_tot (eV): -9413.6198
Kohn-Sham gap (eV): 9.87

The geometry in XYZ format:
```
16
Properties=species:S:1:pos:R:3:nbo_charge:R:1
C -0.4359 1.6326 0.5162 -0.6489
C 1.0735 1.5513 0.8108 -0.2030
C 1.8389 0.4698 1.0903 0.0820
O 3.1591 0.7514 1.5170 -0.6990
H -0.6816 2.3714 -0.3403 0.2180
H -0.9559 0.7398 0.2861 0.1973
H -1.0256 1.9515 1.3485 0.2242
H 1.4563 2.5140 0.8629 0.2001
H 1.4786 -0.4422 1.2432 0.1572
H 3.6107 0.4988 0.7169 0.4708
O -1.5384 -1.5397 -3.0015 -0.9244
H -1.2034 -1.2386 -2.1315 0.4537
H -0.9025 -2.2076 -3.2513 0.4714
O -2.2356 -2.6680 0.1580 -0.9219
H -2.2338 -1.8210 -0.4488 0.4605
H -1.4045 -2.5636 0.6235 0.4619
```